Entry 1:
{"formula": "C6H12NOS", "method": "wB97M-V/def2-TZVPD", "total_charge": 1, "e_tot_ha": -763.57201, "e_lumo_ev": [-5.2157, -5.6475], "fmax_ev_per_a": 3.68, "e_homo_ev": [-12.81, -11.67], "species": ["C", "C", "C", "C", "C", "C", "N", "O", "S", "H", "H", "H", "H", "H", "H", "H", "H", "H", "H", "H", "H"], "coordinates": [[-0.38112, -0.47897, -1.24808], [-1.01344, 1.67581, 0.18022], [1.11326, -0.75389, -1.37980], [0.29455, 2.34923, 0.40007], [0.35665, -0.00577, 1.32232], [0.59915, -1.36534, 1.75473], [-0.65893, 0.10679, 0.18720], [1.72506, 0.30752, -0.96781], [0.89566, 1.40095, 1.94153], [-0.63418, 0.34501, -1.78202], [-1.08576, -1.36640, -1.49533], [-1.85082, 1.86746, 0.88875], [-1.49310, 1.84210, -0.70978], [1.38355, -1.67338, -0.86356], [1.24180, -0.88033, -2.42576], [1.14096, 1.96678, -0.39372], [0.21438, 3.41834, 0.60318], [1.34670, -1.77041, 0.99295], [-0.22808, -2.02556, 1.89956], [1.30166, -1.28432, 2.55875], [-1.56924, -0.38634, 0.44286]], "forces_ev_per_angstrom": [[-0.31, -3.36, 1.47], [-0.03, -2.12, 1.44], [-1.84, -0.71, 0.25], [2.14, -1.21, -0.13], [-1.38, -0.80, -3.30], [2.82, 0.16, -0.84], [-1.88, 1.08, 1.55], [1.58, 2.15, 2.02], [-0.09, 1.49, -0.38], [-0.64, 2.09, -2.19], [1.00, 1.46, 0.79], [1.09, -0.27, 0.29], [-0.58, 0.55, -2.67], [0.14, -0.68, -0.10], [0.26, -0.67, -1.55], [-2.09, 0.94, 1.55], [0.18, -0.21, 0.01], [-1.23, 0.07, 0.37], [-0.51, -0.26, 0.11], [-0.12, -0.39, 1.21], [1.50, 0.68, 0.10]], "mulliken_charge": [-0.3064, -0.7279, -0.5748, -0.4896, 0.4762, -1.0946, -0.0653, -0.6439, 0.0013, 0.2830, 0.3387, 0.3476, 0.4552, 0.2439, 0.4507, 0.3772, 0.4841, 0.2793, 0.3104, 0.3948, 0.4600]}

Entry 2:
{"formula": "C6H12NOS", "method": "wB97M-V/def2-TZVPD", "total_charge": 1, "e_tot_ha": -763.65918, "e_lumo_ev": -4.8468, "fmax_ev_per_a": 4.41, "e_homo_ev": -11.94, "species": ["C", "C", "C", "C", "C", "C", "N", "O", "S", "H", "H", "H", "H", "H", "H", "H", "H", "H", "H", "H", "H"], "coordinates": [[-1.46944, 0.51723, -0.47570], [-0.71013, 1.50206, 0.18425], [0.30289, -1.50953, -1.04037], [0.62328, 2.14993, -0.06733], [1.22455, -2.41176, -1.74208], [-0.18694, -1.78545, 0.32956], [-1.57325, 2.04644, 1.24556], [-2.54339, 0.02513, -0.24674], [-0.38754, -0.25560, -1.92523], [0.85168, 2.29623, -1.12902], [1.50908, 1.54268, 0.40422], [0.52181, 3.23567, 0.42052], [1.20430, -3.34018, -1.36648], [2.33606, -2.18566, -1.67937], [0.97559, -2.46307, -2.77036], [-0.51409, -0.81378, 0.87926], [0.62140, -2.25672, 0.96255], [-0.93956, -2.49289, 0.36823], [-1.32563, 1.91325, 2.19948], [-2.55214, 1.64928, 1.18660], [-1.63504, 3.07847, 1.22426]], "forces_ev_per_angstrom": [[2.13, 1.57, 0.11], [-1.37, -1.44, -1.15], [-1.30, 0.93, -0.42], [0.54, 0.88, 1.74], [1.75, 2.61, -0.72], [2.90, 2.41, 2.29], [-1.49, 1.31, -0.04], [-0.70, -0.18, -0.01], [0.46, -0.60, 1.02], [-0.16, -0.03, 0.25], [-1.51, 1.42, -0.67], [0.78, -2.25, -1.03], [-0.47, -3.55, 1.62], [-1.29, 0.49, 0.09], [-0.09, 0.09, -1.14], [0.55, -2.00, -1.02], [-0.50, 0.48, -0.79], [-1.93, -1.35, -0.37], [0.89, -0.81, 1.20], [1.03, 0.31, -0.45], [-0.22, -0.29, -0.52]], "mulliken_charge": [0.5230, -0.1597, 0.9054, -1.1697, -1.3433, -1.0318, -0.2567, -0.6243, -0.0354, 0.3574, 0.2244, 0.3465, 0.4371, 0.3168, 0.4151, 0.2718, 0.3656, 0.3915, 0.3010, 0.4102, 0.3550]}

Entry 3:
{"formula": "C6H12NP3", "method": "wB97M-V/def2-TZVPD", "total_charge": 0, "e_tot_ha": -1314.45342, "e_lumo_ev": [-0.9032, -0.7699], "fmax_ev_per_a": 2.98, "e_homo_ev": [-7.52, -7.23], "species": ["C", "C", "C", "C", "C", "C", "N", "P", "P", "P", "H", "H", "H", "H", "H", "H", "H", "H", "H", "H", "H", "H"], "coordinates": [[-0.94440, 0.26932, 0.05189], [0.41640, 0.02510, -0.12537], [1.91999, -1.87908, -0.33340], [3.03479, -2.56567, 0.53771], [1.73394, 2.19627, 0.09289], [1.21296, 1.13216, -0.86305], [1.10298, -1.05945, 0.07016], [-2.12474, -0.71996, 0.88170], [-5.14677, -0.54297, -0.59294], [-3.91288, 0.59223, 0.85245], [-1.25004, 1.24927, -0.14643], [3.92093, -2.53003, -0.16870], [2.70217, -3.69586, 0.72165], [3.18627, -2.06718, 1.49381], [2.79804, 2.56662, 0.00016], [1.64030, 1.84004, 1.10813], [1.15429, 3.16062, 0.12874], [2.19697, 0.88344, -1.47739], [0.57181, 1.47570, -1.63058], [-5.69731, 0.71373, -1.15217], [-4.07927, -0.81120, -1.45591], [-4.43643, -0.23309, 2.00665]], "forces_ev_per_angstrom": [[-1.12, -1.89, 2.01], [1.40, 1.16, -1.83], [0.23, -0.68, 2.06], [-1.07, -1.41, -1.84], [0.08, 2.40, 0.87], [2.62, -0.35, -0.34], [0.50, -1.11, -0.69], [0.91, 0.24, -0.59], [-0.89, 0.80, 0.12], [-0.12, -1.15, 1.49], [-0.33, 1.42, -0.67], [-0.74, -0.32, 1.31], [0.83, 2.48, -0.54], [0.14, 0.04, -0.11], [-1.02, -0.84, -0.37], [0.16, -0.24, 0.39], [0.19, -0.92, -0.34], [-2.16, -0.83, 1.32], [-0.81, 0.89, -0.61], [0.66, -1.15, -0.05], [0.06, 0.35, -0.53], [0.49, 1.10, -1.06]], "mulliken_charge": [-0.6539, 0.4346, -0.1912, -0.6604, -1.0247, -0.5896, -0.0305, -0.0709, -0.1168, -0.1600, 0.3714, 0.2661, 0.2403, 0.2925, 0.2979, 0.3458, 0.2738, 0.2704, 0.4975, 0.0718, 0.0576, 0.0781]}

Entry 4:
{"formula": "C6H12NS", "method": "wB97M-V/def2-TZVPD", "total_charge": 1, "e_tot_ha": -688.39827, "e_lumo_ev": [-5.8920, -6.0723], "fmax_ev_per_a": 3.60, "e_homo_ev": [-12.63, -12.63], "species": ["C", "C", "C", "C", "C", "C", "N", "S", "H", "H", "H", "H", "H", "H", "H", "H", "H", "H", "H", "H"], "coordinates": [[1.68784, -1.43145, 0.56939], [0.69274, -2.01345, -0.44582], [1.35051, 0.01305, 0.52221], [-0.22836, 1.59924, -0.56188], [0.37938, 0.31140, -0.42443], [0.49600, 2.76597, -0.12872], [-0.25322, -0.89529, -0.71517], [-3.50313, -1.25930, 0.38235], [1.36138, -1.77056, 1.65004], [2.73395, -1.71121, 0.50608], [1.29148, -2.38064, -1.32392], [0.05387, -2.83446, -0.18927], [1.66481, 0.85727, 1.03296], [-1.11551, 1.70895, -1.19396], [0.21947, 3.08408, 0.89325], [0.19348, 3.45932, -0.90206], [1.63565, 2.71091, -0.06582], [-0.98683, -0.98597, -1.42919], [-3.68599, -1.21838, 1.74881], [-3.98752, -0.00947, 0.07514]], "forces_ev_per_angstrom": [[-2.26, -0.09, 2.80], [0.21, -0.10, -1.59], [0.43, -0.29, -1.76], [1.26, -2.50, -0.50], [-3.22, -1.40, 0.70], [1.45, 1.09, 0.47], [1.48, 0.52, -1.34], [-0.30, 0.50, 0.47], [0.66, 0.52, -1.64], [0.09, 0.14, -0.28], [-0.76, 0.68, 0.29], [0.16, -0.64, 0.84], [1.45, 0.87, 1.47], [0.15, -0.11, 0.50], [-0.41, 0.29, -0.50], [0.36, 1.16, 0.43], [-1.58, -0.24, -0.46], [0.66, 0.06, 0.56], [0.02, 0.30, -1.02], [0.19, -0.78, 0.56]], "mulliken_charge": [-0.5062, -0.6081, -0.3382, -0.1854, 0.5090, -1.2221, -0.1351, -0.3755, 0.2549, 0.4419, 0.2414, 0.3582, 0.4570, 0.3858, 0.3424, 0.3488, 0.3982, 0.2699, 0.1910, 0.1720]}

Entry 5:
{"formula": "C6H12Na", "method": "wB97M-V/def2-TZVPD", "total_charge": 1, "e_tot_ha": -397.85533, "e_lumo_ev": -4.2771, "fmax_ev_per_a": 5.05, "e_homo_ev": -13.60, "species": ["C", "C", "C", "C", "C", "C", "H", "H", "H", "H", "H", "H", "H", "H", "H", "H", "H", "H", "Na"], "coordinates": [[-0.03927, -0.30920, 0.60731], [0.16018, 0.43287, -0.50294], [-1.13330, -0.04987, 1.61692], [0.80384, -1.50202, 0.99433], [1.28487, 0.20491, -1.48605], [-0.71362, 1.59431, -0.91644], [-1.87867, -0.86146, 1.56838], [-0.68492, -0.04378, 2.62465], [-1.64909, 0.91165, 1.45553], [1.49247, -1.82057, 0.19374], [1.39670, -1.25788, 1.89184], [0.13121, -2.34245, 1.23488], [2.03593, -0.51599, -1.12158], [1.78552, 1.16950, -1.67453], [0.87143, -0.16878, -2.43792], [-0.14766, 2.53543, -0.81355], [-0.99000, 1.46405, -1.97627], [-1.63748, 1.67223, -0.31894], [-1.08813, -1.11296, -0.93935]], "forces_ev_per_angstrom": [[1.69, 1.77, 1.33], [1.64, 1.63, 1.54], [-0.19, 0.45, -0.20], [0.19, -0.12, -0.40], [0.26, -0.38, 0.26], [-0.39, -0.09, 0.23], [0.05, 0.17, 0.36], [-0.33, -0.10, -0.35], [0.23, -0.53, 0.25], [-0.24, 0.03, 0.51], [-0.26, -0.24, -0.30], [0.36, 0.08, 0.16], [-0.30, 0.46, -0.31], [-0.20, -0.44, -0.11], [0.33, 0.23, -0.03], [-0.29, -0.32, -0.17], [0.06, 0.34, 0.21], [0.41, 0.13, -0.37], [-3.02, -3.09, -2.61]], "mulliken_charge": [0.2882, 0.2886, -1.1087, -1.2471, -1.1086, -1.2479, 0.3354, 0.3834, 0.3100, 0.3168, 0.3807, 0.3775, 0.3098, 0.3835, 0.3353, 0.3808, 0.3777, 0.3172, 0.9274]}

Entry 6:
{"formula": "C6H12O", "method": "wB97M-V/def2-TZVPD", "total_charge": -1, "e_tot_ha": -310.95719, "e_lumo_ev": [4.2663, 4.0578], "fmax_ev_per_a": 2.55, "spin_multiplicity": 2, "e_homo_ev": [0.21, -3.18], "species": ["C", "C", "C", "C", "C", "C", "H", "H", "H", "H", "H", "H", "H", "H", "H", "H", "H", "H", "O"], "coordinates": [[-1.52058, -0.18839, 0.62314], [-1.53316, 0.09384, 1.95517], [0.77792, 0.22721, -0.13721], [-0.58869, 0.19552, -0.38750], [-1.17169, 0.24460, -1.74813], [1.65362, 0.78742, -1.26779], [-2.25849, -0.92308, 0.29543], [-0.83081, 0.74070, 2.45361], [-2.20402, -0.37899, 2.65435], [1.21271, 0.10788, 0.85193], [-1.37698, 1.30736, -2.11980], [-2.21595, -0.13330, -1.77462], [-0.49775, -0.31543, -2.47184], [2.29542, 0.10418, -1.80807], [2.17013, 1.66699, -0.87967], [1.07275, 1.33476, -2.16168], [0.98399, -1.66569, 2.41553], [2.15353, -1.32760, 1.38580], [1.87808, -1.87798, 2.12136]], "forces_ev_per_angstrom": [[-0.17, -0.05, -0.35], [0.46, -0.23, 1.08], [0.03, 0.94, -2.04], [-0.37, -1.14, 1.67], [-0.21, 0.64, -1.68], [-1.51, 1.80, -0.99], [-0.39, 0.31, -0.14], [0.33, 0.39, -0.20], [-0.36, -0.26, -0.10], [-0.35, 0.35, -0.27], [0.81, -1.08, 0.22], [0.64, -0.39, 0.19], [-0.96, 0.72, 0.33], [0.55, -0.21, 0.20], [0.92, -0.13, 0.03], [0.64, -1.40, 1.96], [-0.05, 0.47, -0.62], [-0.70, 0.16, -0.17], [0.69, -0.89, 0.86]], "mulliken_charge": [-0.4776, -1.2132, -0.5876, 0.6790, -1.4013, -1.3599, 0.1399, 0.3427, 0.2985, 0.7850, 0.2152, 0.4792, 0.2596, 0.2769, 0.2971, 0.2162, 0.3732, 0.4656, -0.7885]}

Entry 7:
{"formula": "C6H12O", "method": "wB97M-V/def2-TZVPD", "total_charge": 0, "e_tot_ha": -310.93388, "e_lumo_ev": 0.7226, "fmax_ev_per_a": 0.39, "e_homo_ev": -7.75, "species": ["C", "C", "C", "C", "O", "C", "C", "H", "H", "H", "H", "H", "H", "H", "H", "H", "H", "H", "H"], "coordinates": [[2.27466, 0.07129, -1.10255], [0.90354, -0.03022, -0.42143], [0.63960, -1.49909, -0.04341], [0.91506, 1.07030, 0.65178], [-0.13505, 1.25745, 1.39822], [-1.33672, 0.44716, 1.54141], [-2.33397, 0.60296, 0.40977], [2.31058, -0.52212, -2.02294], [2.51060, 1.11251, -1.33759], [3.05683, -0.29413, -0.42570], [0.14172, 0.29630, -1.15107], [1.23939, -1.79074, 0.82675], [0.94842, -2.14350, -0.87535], [-0.40923, -1.72812, 0.16325], [-1.03697, -0.58857, 1.70115], [-1.76615, 0.82365, 2.47266], [-1.95740, 0.21673, -0.54119], [-2.60851, 1.65357, 0.27590], [-3.24306, 0.04573, 0.66297]], "forces_ev_per_angstrom": [[0.08, -0.01, -0.09], [0.06, 0.10, -0.01], [-0.05, -0.04, 0.10], [-0.33, -0.04, -0.05], [0.38, 0.00, -0.08], [-0.19, -0.23, 0.03], [0.03, 0.02, -0.08], [-0.02, 0.05, 0.12], [-0.04, -0.16, 0.01], [-0.12, 0.05, -0.10], [0.07, 0.01, 0.13], [-0.10, 0.05, -0.08], [-0.04, 0.13, 0.14], [0.15, 0.06, -0.03], [-0.07, 0.10, -0.05], [0.03, -0.08, -0.12], [-0.04, 0.04, 0.16], [0.07, -0.13, 0.02], [0.13, 0.09, -0.03]], "mulliken_charge": [-1.5115, 1.0857, -1.3829, -0.6693, -0.0956, -0.2973, -0.9596, 0.4023, 0.4117, 0.3427, 0.1155, 0.3445, 0.4028, 0.3231, 0.2596, 0.3201, 0.2496, 0.3199, 0.3388]}

Entry 8:
{"formula": "C6H12O", "method": "wB97M-V/def2-TZVPD", "total_charge": 0, "e_tot_ha": -310.84235, "e_lumo_ev": 0.5064, "fmax_ev_per_a": 0.22, "e_homo_ev": -7.61, "species": ["C", "C", "O", "C", "C", "C", "C", "H", "H", "H", "H", "H", "H", "H", "H", "H", "H", "H", "H"], "coordinates": [[2.40618, -0.79565, 0.29432], [1.26902, 1.18198, -0.40999], [0.38099, 1.14237, 0.53560], [-0.19324, -0.09609, 0.72366], [-1.52302, -0.20360, 1.36345], [-1.34625, -0.55737, -0.10729], [-1.96105, 0.34406, -1.15416], [2.44890, -1.80464, 0.72831], [3.09064, -0.17155, 0.87273], [2.76651, -0.88002, -0.73288], [1.07531, 0.66606, -1.34628], [1.92721, 2.04364, -0.38207], [1.14318, -0.69795, 0.59046], [-2.07875, 0.70833, 1.57954], [-1.67734, -1.00195, 2.08600], [-1.35916, -1.61824, -0.35824], [-1.41511, 0.28982, -2.10432], [-3.00088, 0.06102, -1.35089], [-1.95315, 1.38976, -0.82793]], "forces_ev_per_angstrom": [[0.21, -0.05, -0.03], [-0.09, 0.07, -0.10], [0.09, 0.04, -0.05], [-0.12, -0.07, 0.01], [-0.09, 0.02, 0.19], [0.00, -0.10, -0.16], [0.01, 0.06, -0.01], [-0.06, 0.12, -0.05], [-0.09, -0.07, -0.08], [-0.05, 0.02, 0.14], [0.02, 0.00, 0.17], [-0.04, -0.12, 0.02], [-0.03, 0.03, -0.03], [0.11, -0.12, -0.07], [0.03, 0.12, -0.13], [0.02, 0.16, 0.06], [-0.08, 0.00, 0.12], [0.14, 0.03, 0.03], [0.01, -0.15, -0.03]], "mulliken_charge": [-1.1943, -0.5480, -0.2768, 0.2240, -0.8982, 0.2481, -1.3425, 0.3460, 0.3020, 0.2429, 0.3189, 0.3431, 0.4973, 0.2393, 0.2361, 0.2981, 0.3091, 0.3643, 0.2906]}